Entry from the OMol25 dataset: 2 unconnected molecules or ions with the total composition C5H16N4O (ωB97M-V/def2-TZVPD).

Geometry as XYZ:
```
26
Properties=species:S:1:pos:R:3
H 1.7680 3.0968 0.0737
N 1.3227 2.1948 -0.1139
C 2.2043 1.2858 -0.1257
N 1.8850 -0.0429 -0.2992
N 2.8367 -0.9694 -0.7329
C 3.6470 -1.4867 0.3594
H 3.2987 1.4300 0.0234
H 0.9402 -0.2256 -0.6456
H 3.4254 -0.5670 -1.4675
H 4.3785 -2.1971 -0.0510
H 2.9947 -2.0231 1.0528
H 4.1754 -0.7046 0.9126
C -3.9082 -0.9361 -0.2023
N -2.5272 -0.8469 -0.6337
C -1.6278 -0.3603 0.4002
C -1.5976 1.1591 0.4825
O -0.9192 1.6515 -0.6499
H -4.0486 -1.5264 0.7200
H -4.5095 -1.3887 -1.0007
H -4.3133 0.0717 -0.0214
H -2.2132 -1.7585 -0.9535
H -1.8778 -0.7655 1.3970
H -0.6023 -0.6950 0.1707
H -1.0888 1.4427 1.4251
H -2.6338 1.5450 0.5387
H -1.0092 2.6162 -0.6588
```

Summary:
**E_tot**: -13449.831 eV
**2S+1**: 1
**Energy above the lowest of the compared OMol25 structures with the same formula, charge and spin**: 31.25 kcal per mole

---

Entry from the OMol25 dataset: a molecular structure, C35H36BN4NaO7S2Se2 (ωB97M-V/def2-TZVPD).

Geometry as XYZ:
```
88
Properties=species:S:1:pos:R:3
Na 0.7004 -1.0132 1.9567
Se -0.4732 3.7878 1.8891
Se 0.3058 2.4731 5.4532
C -1.0223 1.3214 4.7542
C -2.1402 0.9536 5.5356
C -3.1261 0.1487 5.0131
C -3.0188 -0.3004 3.6990
C -1.8976 0.0940 3.0023
N -0.9220 0.8712 3.4859
C 1.3262 3.1452 1.7156
C 2.3372 4.0575 2.0134
C 3.6468 3.6666 1.8160
C 3.9030 2.3942 1.3203
C 2.8264 1.5630 1.0701
N 1.5569 1.9239 1.2713
H -2.1940 1.3223 6.5507
H -3.9766 -0.1387 5.6231
H -3.7507 -0.9544 3.2455
H -1.7661 -0.2338 1.9851
H 2.0847 5.0375 2.3952
H 4.4590 4.3503 2.0333
H 4.9121 2.0511 1.1339
H 2.9706 0.5644 0.6803
O -0.5151 -2.5582 1.3344
N 0.1469 -3.6692 1.5698
C 0.8380 -4.2243 0.5507
C 1.5831 -5.3645 0.6918
C 1.6091 -5.9782 1.9486
C 0.8837 -5.4299 2.9722
C 0.1092 -4.2496 2.8289
S -0.7920 -3.5578 4.0800
H 0.7685 -3.6643 -0.3684
H 2.1261 -5.7525 -0.1585
H 2.1981 -6.8729 2.1147
H 0.8705 -5.8794 3.9548
C 2.0017 4.3795 -2.6531
C 2.7151 3.0609 -2.7670
C 4.0774 3.0013 -3.0260
C 4.7359 1.7819 -3.1080
C 4.0179 0.6109 -2.9346
C 2.6532 0.6458 -2.6665
C 2.0142 1.8682 -2.5836
S 4.8306 -0.9453 -3.1750
O 6.2462 -0.6795 -3.2038
O 4.1859 -1.5726 -4.2961
N 4.5250 -1.8591 -1.8736
C 5.1821 -1.4995 -0.6052
C 4.4907 -2.2460 0.5300
C 3.0290 -1.8416 0.7628
O 2.3150 -1.6332 -0.2619
O 2.6534 -1.7207 1.9448
H 2.6468 5.2058 -2.9530
H 1.6817 4.5541 -1.6265
H 1.1066 4.3946 -3.2775
H 4.6356 3.9217 -3.1579
H 5.7969 1.7233 -3.3096
H 2.1018 -0.2685 -2.4926
H 0.9587 1.9017 -2.3423
H 3.5124 -1.9041 -1.6693
H 5.1462 -0.4161 -0.4340
H 6.2309 -1.7873 -0.6668
H 5.0292 -2.0876 1.4631
H 4.5026 -3.3163 0.3017
C -5.9878 0.5466 -3.5141
C -5.9512 -0.0815 -2.1140
C -6.1721 -1.5940 -2.2382
C -7.1096 0.4890 -1.2865
C -4.5953 0.2322 -1.4734
C -3.4637 -0.5155 -1.8043
C -2.1949 -0.2275 -1.3015
C -2.0975 0.8416 -0.4472
O -0.9806 1.3611 0.1575
B -1.4382 2.4552 0.8888
O -2.8275 2.5995 0.7457
C -3.2068 1.5891 -0.0997
C -4.4580 1.3195 -0.5998
H -6.9435 0.3400 -4.0063
H -5.1859 0.1442 -4.1359
H -5.8554 1.6286 -3.4532
H -7.1423 -1.7850 -2.7051
H -6.1614 -2.0698 -1.2561
H -5.4133 -2.0747 -2.8540
H -8.0560 0.0741 -1.6413
H -7.1734 1.5755 -1.3704
H -7.0005 0.2341 -0.2311
H -3.5547 -1.3596 -2.4739
H -1.3286 -0.8221 -1.5584
H -5.2919 1.9422 -0.3080
```

Summary:
**E_tot**: -214634.088 eV
**2S+1**: 1
**Charge**: -2

---

Entry from the OMol25 dataset: 4 unconnected molecules or ions with the total composition C3H14NO4 (ωB97M-V/def2-TZVPD).

Geometry as XYZ:
```
22
Properties=species:S:1:pos:R:3
C -0.0740 -1.5638 1.1920
C 1.4355 -1.9018 1.0195
C 2.4042 -1.0352 0.2570
O 2.0191 -0.0031 -0.2376
N -0.4790 -0.4743 0.2350
H -0.1394 -1.1918 2.2032
H -0.5704 -2.5064 0.9829
H 1.7277 -2.9518 0.9087
H 1.8188 -1.8663 2.0512
H 3.4724 -1.2736 0.2787
H -0.0855 -0.4780 -0.6893
H -0.3327 0.4507 0.6282
H -1.5229 -0.4814 0.2282
H -2.3464 0.7026 -2.4486
H -1.1667 -0.2235 -2.3444
O -1.6764 0.3667 -1.8543
H -2.9259 1.6586 0.4107
H -4.1510 0.8494 0.5884
O -3.2100 0.7373 0.4063
H 0.5063 3.3401 -1.2534
H 1.4301 2.2590 -0.8181
O 0.8125 2.9084 -0.4516
```

Summary:
**E_tot**: -13011.119 eV
**2S+1**: 1
**Energy above the lowest of the compared OMol25 structures with the same formula, charge and spin**: 34.81 kcal per mole
**Charge**: +1

---

Entry from the OMol25 dataset: 2 unconnected molecules or ions with the total composition C4H9NO (ωB97M-V/def2-TZVPD).

Geometry as XYZ:
```
15
Properties=species:S:1:pos:R:3
C 0.0533 2.3920 -0.3503
N 0.6731 1.4523 -0.9345
C 1.5363 0.6445 -0.1688
C 2.1205 0.8446 1.0315
C 2.0508 -0.5052 -1.0030
H -0.9335 2.7071 -0.6988
H 0.3308 2.9345 0.5632
H 1.6025 1.2450 1.9008
H 3.1736 0.6825 1.1697
H 2.7496 -0.2317 -1.7925
H 1.1540 -0.9859 -1.4080
H 2.4821 -1.3077 -0.4058
O -5.5591 -3.3821 1.0604
H -6.0426 -3.9354 0.4353
H -5.3916 -2.5546 0.6007
```

Summary:
**E_tot**: -7828.659 eV
**2S+1**: 1
**Energy above the lowest of the compared OMol25 structures with the same formula, charge and spin**: 84.42 kcal per mole

---

Entry from the OMol25 dataset: C5H6I2N2O in the gas phase (ωB97M-V/def2-TZVPD).

Geometry as XYZ:
```
16
Properties=species:S:1:pos:R:3
C -1.4428 0.1049 0.7427
C -2.0585 -0.5985 -0.2162
C 0.2041 0.4317 -0.6826
C 0.4782 -1.0355 -2.6368
C -0.7158 1.1320 2.6976
N -1.4692 -0.9542 -1.3592
N -0.2381 -0.4834 -1.5084
O -1.7161 0.9258 1.7005
I -3.8795 -1.6422 0.1469
I 2.2350 0.7467 -0.3685
H 1.3527 -1.5875 -2.2812
H -0.1926 -1.7114 -3.1574
H 0.8040 -0.2394 -3.3048
H -0.0193 0.2929 2.7447
H -1.2317 1.2475 3.6481
H -0.1725 2.0472 2.4596
```

Summary:
**E_tot**: -26505.948 eV
**2S+1**: 1
**Energy above the lowest of the compared OMol25 structures with the same formula, charge and spin**: 99.36 kcal per mole

---

Entry from the OMol25 dataset: C4H8N2O2 in the gas phase (ωB97M-V/def2-TZVPD).

Geometry as XYZ:
```
16
Properties=species:S:1:pos:R:3
C 1.9000 1.0294 1.0989
C 0.9801 0.5942 0.0002
C 0.9840 -0.8763 -0.9896
N 0.2823 -0.6029 0.1827
N -1.0865 -0.7165 0.3977
C -2.0337 -0.2059 -0.4379
O -1.8454 0.4576 -1.4267
O -3.2693 -0.5498 0.0159
H 2.4216 1.9500 0.8250
H 2.6408 0.2587 1.3270
H 1.3299 1.2129 2.0148
H 0.6087 1.3521 -0.6773
H 1.9155 -1.4134 -0.8798
H 0.4555 -0.9185 -1.9360
H -1.3621 -1.4328 1.0548
H -3.9215 -0.1387 -0.5696
```

Summary:
**E_tot**: -11350.803 eV
**2S+1**: 1
**Energy above the lowest of the compared OMol25 structures with the same formula, charge and spin**: 76.32 kcal per mole

---

Entry from the OMol25 dataset: a molecular structure, C44H53BClCoN9S3Te (ωB97M-V/def2-TZVPD).

Geometry as XYZ:
```
113
Properties=species:S:1:pos:R:3
Co 0.7912 1.8888 0.9245
C 5.2278 -0.3732 -0.6613
C 3.9664 -1.0411 -0.2227
C 3.8320 -2.3881 -0.1469
C 2.6126 -2.9637 0.3023
N 1.5909 -2.2195 0.6013
N 1.6992 -0.8879 0.4939
B 0.4544 -0.0244 0.8980
N -0.0238 -0.5192 2.3268
N -0.8358 -1.5854 2.3289
C -1.2762 -2.0538 3.4566
C -0.8789 -1.4729 4.6894
C -0.0680 -0.3863 4.7022
C 0.3664 0.2832 5.9641
C 0.3554 0.1449 3.4358
S 1.2842 1.5519 3.3135
C -2.2371 -3.2317 3.4049
C -2.5442 -3.6158 1.9582
C -1.6053 -4.4297 4.1257
C -3.5430 -2.8395 4.1091
N -0.7732 -0.3139 -0.0427
N -0.7809 -1.3491 -0.8721
C -1.8619 -1.5944 -1.5621
C -3.0324 -0.8229 -1.3766
C -3.0235 0.2514 -0.5390
C -4.2151 1.1228 -0.3139
C -1.7938 0.5518 0.1061
S -1.5007 1.9582 1.0386
C -1.8168 -2.7503 -2.5494
C -2.3084 -2.2722 -3.9213
C -0.3906 -3.2786 -2.6909
C -2.7288 -3.8706 -2.0316
C 2.8319 -0.2486 0.1450
S 2.8869 1.4566 0.1799
C 2.4745 -4.4683 0.4743
C 3.5328 -4.9504 1.4765
C 1.0877 -4.8243 1.0053
C 2.6979 -5.1565 -0.8788
H 6.0033 -1.1092 -0.8680
H 5.5770 0.3188 0.1061
H 5.0465 0.2221 -1.5581
H 4.6662 -3.0265 -0.4108
H -1.2370 -1.8875 5.6240
H -0.0924 -0.1896 6.8315
H 0.1061 1.3422 5.9391
H 1.4528 0.2390 6.0605
H -1.6304 -3.8459 1.4105
H -3.0443 -2.8001 1.4321
H -3.1976 -4.4911 1.9479
H -0.6893 -4.7454 3.6232
H -2.3000 -5.2721 4.1297
H -1.3609 -4.1929 5.1629
H -3.9841 -1.9568 3.6420
H -3.3866 -2.6218 5.1670
H -4.2612 -3.6589 4.0405
H -3.9377 -1.0737 -1.9161
H -5.0556 0.8005 -0.9266
H -3.9725 2.1614 -0.5434
H -4.5075 1.0983 0.7377
H -1.6854 -1.4550 -4.2916
H -3.3438 -1.9288 -3.8931
H -2.2516 -3.0920 -4.6397
H 0.2780 -2.5075 -3.0778
H -0.3859 -4.1266 -3.3792
H 0.0033 -3.5990 -1.7277
H -3.7553 -3.5232 -1.8953
H -2.3689 -4.2456 -1.0714
H -2.7457 -4.6995 -2.7421
H 3.4255 -4.4335 2.4319
H 4.5473 -4.7833 1.1102
H 3.4149 -6.0214 1.6519
H 0.9225 -4.3825 1.9888
H 0.9963 -5.9095 1.0847
H 0.3031 -4.4495 0.3481
H 3.6810 -4.9266 -1.2935
H 1.9431 -4.8469 -1.6035
H 2.6331 -6.2397 -0.7584
N 0.9203 4.0302 0.9394
C 1.3907 4.4938 1.9532
N 1.9492 4.8925 2.9729
C 1.3053 5.1076 4.1312
N 0.8296 5.2957 5.1619
Cl -2.7003 9.4400 2.3727
C -1.8478 8.1171 1.6408
C -0.6029 8.3396 1.0786
C 0.0717 7.2773 0.4947
C -0.4917 6.0080 0.4674
C 0.2565 4.8423 -0.1130
C -1.7442 5.8059 1.0410
C -2.4266 6.8570 1.6294
H -0.1695 9.3296 1.0996
H 1.0475 7.4445 0.0532
H 1.0305 5.1674 -0.8091
H -0.4051 4.1504 -0.6316
H -2.1810 4.8131 1.0327
H -3.3978 6.7061 2.0795
C 2.0198 3.0537 -3.1914
Te 0.7692 1.5117 -2.3857
C -0.4293 1.9828 -4.1157
C 0.5418 2.5250 -5.1325
C 0.2765 2.5073 -6.4968
C 1.1959 3.0175 -7.4019
C 2.3917 3.5523 -6.9450
C 2.6638 3.5725 -5.5848
C 1.7483 3.0588 -4.6735
H 3.0608 2.8440 -2.9563
H 1.7458 4.0055 -2.7345
H -1.1683 2.7344 -3.8340
H -0.9565 1.1015 -4.4782
H -0.6555 2.0839 -6.8532
H 0.9826 2.9894 -8.4627
H 3.1163 3.9436 -7.6473
H 3.6021 3.9797 -5.2265
```

Summary:
**E_tot**: -150526.052 eV
**2S+1**: 2
**Energy above the lowest of the compared OMol25 structures with the same formula, charge and spin**: 0.00 kcal per mole

---

Entry from the OMol25 dataset: a molecular structure, C20H30F6IrN2O4S2 (ωB97M-V/def2-TZVPD).

Geometry as XYZ:
```
65
Properties=species:S:1:pos:R:3
Ir 0.7371 0.1223 -0.5217
C -0.3942 1.9353 -0.3592
C -0.4604 1.2417 0.8941
C -1.2099 -0.0107 0.6379
C -1.4340 -0.0440 -0.7662
C -0.9291 1.1312 -1.4166
C -1.1331 1.5123 -2.8613
C -0.2575 2.7016 -3.2478
C -0.8236 0.3180 -3.7692
C -2.6129 1.9033 -3.0047
C -1.9501 -1.0075 1.5447
C -1.0598 -1.9511 2.3509
C -2.8625 -1.9003 0.6865
C -2.8736 -0.1901 2.4632
C 0.0927 1.9035 2.1562
C -0.9561 2.9231 2.6338
C 0.4427 0.9228 3.2752
C 1.3912 2.6614 1.8319
H 0.0865 2.8895 -0.4977
H -1.8710 -0.8802 -1.2871
H 0.8059 2.4824 -3.1331
H -0.4982 3.5930 -2.6661
H -0.4296 2.9433 -4.2969
H 0.2247 0.0222 -3.6972
H -1.0336 0.5803 -4.8065
H -1.4357 -0.5504 -3.5208
H -2.8661 2.7403 -2.3511
H -3.2687 1.0658 -2.7604
H -2.8197 2.2024 -4.0325
H -0.5669 -2.6657 1.6905
H -1.6920 -2.5215 3.0329
H -0.2974 -1.4555 2.9382
H -2.2973 -2.5128 -0.0161
H -3.6159 -1.3218 0.1465
H -3.3910 -2.5816 1.3527
H -2.3291 0.3704 3.2176
H -3.5450 -0.8733 2.9838
H -3.4876 0.5075 1.8888
H -1.9169 2.4547 2.8429
H -1.1130 3.7036 1.8866
H -0.6055 3.3991 3.5500
H -0.4276 0.4516 3.7197
H 0.9496 1.4751 4.0671
H 1.1276 0.1493 2.9264
H 1.2763 3.4140 1.0513
H 2.1828 1.9669 1.5429
H 1.7166 3.1878 2.7284
F 1.8471 -5.2476 -2.0905
C 1.8819 -3.9861 -2.4723
F 1.1567 -3.8160 -3.5679
F 3.1307 -3.6117 -2.6990
S 1.1432 -2.9325 -1.1499
O -0.2030 -3.3595 -0.9595
O 1.2960 -1.5753 -1.7269
N 2.1307 -3.1833 0.0294
S 2.4902 -2.1498 1.1547
O 2.3776 -0.7589 0.6795
O 1.9711 -2.4410 2.4409
C 4.3210 -2.3690 1.2296
F 4.8052 -1.5059 2.1118
F 4.8485 -2.1268 0.0373
F 4.5964 -3.6044 1.6033
N 3.2512 1.4420 -1.9041
C 2.3313 0.9729 -1.3992
H 4.0553 1.8438 -2.3460
```

Summary:
**E_tot**: -73204.740 eV
**2S+1**: 1
**Energy above the lowest of the compared OMol25 structures with the same formula, charge and spin**: 1.38 kcal per mole
**Charge**: +1

---

no.,F_max (eV/A)
1,2.0
2,1.4
3,3.3
4,3.2
5,4.0
6,2.4
7,0.5
8,0.7